ORCA calculation (ωB97M-V/def2-TZVPD) on a cluster of 2 separate species, C2H2F3NO in total at a distorted geometry.

Positions of all 9 atoms, in Å:
C -0.21424 2.01252 -0.55540
C 0.47152 -1.79565 0.80823
N -0.96613 2.13782 -1.45141
O -1.42005 2.00999 -2.52231
F 0.22577 2.60776 0.48121
F 0.15234 -1.07511 -0.30270
F 1.35580 -1.10554 1.57413
H 0.88962 -2.78196 0.58000
H -0.49463 -2.00983 1.38825

E_HOMO = -9.9 eV
Orbital gap = 9.7 eV
Energy above the lowest of the compared OMol25 structures with the same formula, charge and spin = 5.549 eV
E = -13791.551 eV
Spin multiplicity = 1

ORCA calculation (ωB97M-V/def2-TZVPD) on a structure of composition C25H37Br2KN6S at a distorted geometry.

Positions of all 72 atoms, in Å:
K -0.60084 0.39852 0.67371
C 2.61366 -2.24847 -2.90456
C 1.22507 -1.71528 -2.53613
C 0.49307 -1.19506 -3.77473
C 0.43312 -2.76844 -1.78878
C -0.09209 -3.86953 -2.44480
C -0.79257 -4.84313 -1.75196
C -0.98768 -4.70768 -0.39009
C -0.47947 -3.61993 0.31238
C -0.81412 -3.47978 1.78817
C -0.13102 -4.55936 2.63144
C -2.33277 -3.50389 2.00723
C 0.26364 -2.64759 -0.39352
N 0.74021 -1.49264 0.23252
C 1.58820 -1.54242 1.20464
C 1.99239 -0.42950 1.97800
C 2.93827 -0.46025 3.02147
C 3.02906 0.83659 3.50155
C 2.12382 1.59940 2.73447
N 1.50375 0.85133 1.81657
C 1.86014 3.08566 2.82060
C 2.51683 3.77785 1.61601
C 0.34629 3.34446 2.78418
C 2.43849 3.66818 4.11102
H 3.18820 -1.49023 -3.44155
H 2.53240 -3.13320 -3.53990
H 3.16513 -2.52394 -2.00439
H 1.36779 -0.87750 -1.85281
H 0.31046 -1.99260 -4.49775
H 1.09597 -0.42845 -4.26866
H -0.47266 -0.76279 -3.50184
H 0.05137 -3.97545 -3.51455
H -1.19724 -5.69927 -2.27724
H -1.55741 -5.46412 0.13802
H -0.45172 -2.51469 2.13786
H -0.40430 -5.55617 2.28075
H -0.42621 -4.46586 3.67866
H 0.95447 -4.46574 2.57467
H -2.74327 -4.49549 1.80974
H -2.82801 -2.79444 1.34070
H -2.57252 -3.23927 3.03929
H 2.06927 -2.49541 1.45940
H 3.47899 -1.33208 3.36171
H 3.65229 1.18111 4.31226
H 2.05892 3.43203 0.68745
H 3.57946 3.53328 1.58063
H 2.40883 4.86454 1.68395
H -0.04845 3.04835 1.81020
H 0.14123 4.40737 2.94388
H -0.15606 2.76217 3.56049
H 3.52540 3.57347 4.12263
H 2.04148 3.14833 4.98479
H 2.19076 4.72893 4.19261
C -1.81224 3.45519 -4.41728
C -2.42714 2.19480 -3.94011
N -3.33849 1.51537 -4.54182
N -3.58863 0.46077 -3.70890
C -2.85231 0.46001 -2.57967
S -2.89102 -0.61629 -1.33124
N -2.08854 1.59390 -2.73911
N -1.11389 2.00071 -1.84331
H -2.27758 3.74337 -5.35552
H -0.73952 3.33135 -4.57422
H -1.96082 4.25227 -3.68643
H -4.25311 -0.24434 -3.96988
H -1.33118 2.92420 -1.48370
H -0.21138 2.03151 -2.30526
Br -3.40573 2.57192 1.03104
C -2.82606 4.37603 1.44864
Br -1.80181 5.16797 0.02269
H -2.20481 4.34080 2.33397
H -3.70575 4.98859 1.58974

E_HOMO = -6.7 eV
Orbital gap = 6.5 eV
E = -202712.346 eV
Spin multiplicity = 1

ORCA calculation (ωB97M-V/def2-TZVPD) on a cluster of 5 separate species, C35H49F21NO6 in total at a distorted geometry.

Positions of all 112 atoms, in Å:
C -3.05636 1.41293 -3.54139
C -3.55601 1.89496 -2.14260
C -2.94474 1.08989 -0.94723
C -3.32905 -0.47591 -0.98750
N -2.06271 -1.20149 -0.87525
F -1.43721 -1.06678 -2.11076
C -2.21430 -2.59787 -0.46238
C -0.90308 -3.44200 -0.48534
C -0.37950 -3.83993 -1.89836
C 0.73058 -4.93424 -1.68277
F 1.61522 -5.01120 -2.71350
F 0.06648 -6.15226 -1.69154
F 1.34090 -4.87019 -0.47317
C -2.84146 -2.74683 0.99162
C -2.46340 -1.60422 1.99340
C -1.15840 -1.88178 2.84809
F -0.65551 -3.11529 2.54786
F -1.60455 -1.97120 4.16287
C -0.14615 -0.70643 2.63911
F 0.02795 -0.53843 1.30788
F -0.82280 0.42323 3.05864
C 1.17010 -0.71317 3.47915
F 1.61239 0.58987 3.51489
F 0.90015 -0.98785 4.79159
C 2.33115 -1.66308 3.07293
F 3.33904 -1.44358 3.98872
F 2.04840 -2.98479 3.23224
C 2.98898 -1.51621 1.65872
F 4.14088 -2.27758 1.71343
F 2.25020 -2.12279 0.69796
C 3.48163 -0.10009 1.22186
F 4.12466 0.57439 2.22626
F 2.50180 0.73304 0.78015
C 4.55942 -0.16112 0.04925
F 4.27327 -1.09305 -0.88276
F 5.79978 -0.35030 0.58163
C 4.66095 1.22249 -0.72738
F 4.72710 2.28370 0.08474
F 3.72100 1.34282 -1.67471
F 5.85050 1.18701 -1.39952
C -3.25417 -3.36684 -1.40033
O -3.89782 -4.33910 -0.95417
O -3.40478 -3.03547 -2.61987
H -1.95337 1.29280 -3.59878
H -3.55847 0.45880 -3.83179
H -3.39654 2.17251 -4.28472
H -3.20813 2.95483 -2.01298
H -4.66612 1.91278 -2.05964
H -3.27831 1.51282 0.03073
H -1.83885 1.21475 -0.97221
H -3.84735 -0.63866 -1.96247
H -4.03561 -0.63736 -0.15220
H -0.10290 -2.86533 0.04049
H -1.09544 -4.37564 0.08394
H -1.12188 -4.30825 -2.57107
H 0.16542 -2.98336 -2.35910
H -3.94076 -2.64397 0.82101
H -2.71554 -3.77198 1.38800
H -3.32139 -1.52951 2.70597
H -2.43205 -0.59899 1.51507
C -7.88594 1.90172 0.98991
C -6.95217 3.00543 0.53332
C -5.60973 2.50948 1.04000
O -5.66046 1.07713 1.02556
C -7.01977 0.66810 0.81183
H -8.81778 1.85245 0.42609
H -8.13292 2.03664 2.04723
H -6.94351 3.05617 -0.55928
H -7.21464 3.99144 0.91795
H -5.43231 2.82934 2.07307
H -4.77866 2.85090 0.42205
H -7.09583 0.27471 -0.20726
H -7.27475 -0.12885 1.51219
C 4.25282 4.91497 3.99073
C 3.82443 4.20035 2.72112
C 2.37456 3.86557 3.02535
O 1.88672 4.89721 3.89419
C 2.99168 5.67715 4.36143
H 5.11905 5.56407 3.85938
H 4.48935 4.18229 4.76761
H 3.87991 4.88744 1.87158
H 4.42385 3.32119 2.48710
H 2.28980 2.91220 3.55408
H 1.75616 3.82078 2.12716
H 2.95419 6.65040 3.85884
H 2.89751 5.83775 5.43704
C 5.72887 -5.17176 1.17682
C 4.40265 -5.25175 0.44153
C 4.57941 -6.51073 -0.38801
O 5.44931 -7.37629 0.35685
C 6.03143 -6.63795 1.43609
H 5.69050 -4.57726 2.09001
H 6.49217 -4.74204 0.52100
H 3.58824 -5.38758 1.15840
H 4.18080 -4.37255 -0.16223
H 5.06226 -6.29112 -1.34634
H 3.63517 -7.02046 -0.58394
H 5.56663 -6.97994 2.36772
H 7.10250 -6.84480 1.48569
C 0.59743 4.98394 -5.08588
C -0.42121 5.71184 -5.94431
C -1.48631 4.64516 -6.13635
O -1.46435 3.82400 -4.96444
C -0.29411 4.13196 -4.19864
H 1.25118 5.64805 -4.51996
H 1.22249 4.34295 -5.71410
H -0.83578 6.55928 -5.39060
H -0.01749 6.08535 -6.88588
H -1.26058 4.00831 -6.99870
H -2.48449 5.06724 -6.26806
H -0.61067 4.68395 -3.30671
H 0.18915 3.20666 -3.88095

E_HOMO = -4.4 eV
Orbital gap = 6.4 eV
Charge = -1
E = -107930.419 eV
Spin multiplicity = 1

ORCA calculation (ωB97M-V/def2-TZVPD) on a structure of composition C3H3NO4 at a distorted geometry.

Positions of all 11 atoms, in Å:
C 0.27309 -0.19610 1.22216
C -0.94396 -0.85306 0.77450
C -0.88292 -0.42255 -0.74590
H 1.75417 0.40869 2.03116
H -1.77460 -1.45290 1.38013
H 0.38042 0.58584 -2.89395
N -0.04925 0.89043 -0.66488
O 0.77999 0.05200 2.43587
O -1.08451 -1.07944 -1.85848
O 0.62753 1.41730 -1.93530
O 0.92003 0.64979 0.25469

E_HOMO = -9.6 eV
Orbital gap = 9.6 eV
Energy above the lowest of the compared OMol25 structures with the same formula, charge and spin = 8.377 eV
E = -12831.946 eV
Spin multiplicity = 1

ORCA calculation (ωB97M-V/def2-TZVPD) on a cluster of 40 separate species, H80O40 in total at a distorted geometry.

Positions of all 120 atoms, in Å:
H -0.21043 5.28568 2.05725
H 0.66540 4.76628 3.11644
O -0.05048 5.42540 3.00655
H 0.33954 1.11553 -4.69989
H -0.95790 0.33557 -4.11083
O 0.03802 0.47150 -4.04659
H 2.19298 0.29724 3.63841
H 3.10443 -0.72790 2.77527
O 2.22921 -0.32778 2.93453
H -2.63821 -0.91064 -2.71060
H -3.89037 -1.23733 -3.43626
O -3.28278 -0.41776 -3.22830
H -4.37121 -2.85962 -2.02774
H -5.76277 -2.28129 -1.84967
O -4.87853 -1.98893 -2.13066
H 2.47392 2.35937 4.73926
O 2.53381 1.71790 5.43892
H 5.39728 -1.49977 1.78004
O 6.05216 -1.91812 1.16218
H 5.38919 1.76773 -0.08673
H 5.04867 2.78908 -1.09828
O 5.61955 2.68495 -0.34970
H 0.26586 -1.14739 -2.85003
H 0.93951 -1.15814 -1.57594
O 0.53087 -1.77417 -2.19419
H -0.72626 0.38263 -0.77046
H -0.28442 1.61830 -1.69573
O 0.00436 0.80071 -1.30789
H -4.79420 1.21332 -0.06386
H -4.71067 2.40019 0.80477
O -5.32194 1.93863 0.20288
H 1.47317 3.85096 -4.59297
O 0.86216 3.16919 -4.83627
H 0.08816 -1.56597 6.04839
H 1.42447 -2.16027 5.95806
O 0.71349 -1.88432 5.36145
H 3.82128 4.45515 -2.39721
H 2.87074 3.72795 -1.69420
O 3.77158 3.59391 -1.96119
H 2.95334 -0.79275 -0.62741
H 2.34545 -1.33785 0.72437
O 2.64971 -1.60768 -0.12520
H 5.22778 1.58271 3.81256
H 4.03712 1.75123 3.02338
O 4.43966 2.12303 3.81589
H -2.96596 3.07807 -3.58518
H -2.88758 2.73914 -5.07361
O -2.39857 3.14519 -4.35527
H 3.78055 2.14885 0.61169
H 2.48610 1.38326 0.24274
O 3.27171 1.32655 0.75201
H -0.78919 -2.49364 -6.52858
O -0.23951 -2.79591 -5.82913
H 3.63157 -2.91602 3.99793
H 5.24394 -2.96972 3.27116
O 4.50900 -2.60180 3.82610
H 2.23180 0.94809 -2.97135
O 2.92483 1.28969 -2.35527
H 1.23173 5.68638 -2.60237
H 2.50771 6.01427 -2.39213
O 2.05492 5.67524 -3.16041
H 0.92398 -3.49739 0.08947
H -0.12990 -2.68168 -0.82809
O 0.01591 -3.41504 -0.12497
H 0.42770 -3.37016 3.81006
H 0.80923 -2.17576 2.98794
O 0.08141 -2.74827 3.15078
H -0.70891 0.35605 4.10755
H 0.10384 1.47063 3.53037
O -0.10222 1.04323 4.35026
H 5.31495 -1.71195 -2.07304
H 4.26798 -2.94375 -2.07616
O 5.23924 -2.68297 -2.07755
H -3.73544 -4.43624 2.11004
H -3.22275 -5.40208 1.09839
O -3.86688 -4.71583 1.15354
H -1.40467 -5.75706 0.60764
H -0.61069 -5.43834 1.88139
O -1.29661 -6.04417 1.48815
H -1.98617 4.09183 2.25216
H -3.13688 4.01350 1.40596
O -2.24395 3.65192 1.43432
H -1.37403 4.21254 -1.32311
H -1.38465 4.60803 -2.72085
O -0.75771 4.58658 -1.95523
H -1.17970 -3.89127 -3.82354
H -0.93971 -2.48758 -3.59817
O -1.60827 -3.09894 -3.50041
H -3.30936 -4.43982 -2.62938
O -3.55190 -4.22612 -1.71103
H -2.86148 -3.65386 3.99348
H -2.76705 -2.83546 2.71989
O -3.45568 -3.33826 3.28414
H 0.69330 -2.76394 -5.95847
H 1.76838 1.13816 5.43234
H 3.18877 2.06246 -2.84603
H 5.62810 -2.22927 0.33633
H -0.06010 3.21737 -4.64483
H -2.82066 -4.34362 -1.12761
O -4.89653 -0.54481 3.92800
H -5.32554 -1.34911 3.67521
H -5.44969 0.13559 3.55542
O -2.77642 0.71348 -0.73897
H -2.99256 0.11779 -1.54594
H -2.30233 0.12841 -0.14075
O -2.34250 -1.37028 4.73024
H -3.23238 -1.05576 4.89562
H -2.50487 -2.30136 4.66379
O -2.99107 3.35010 -1.76629
H -3.89749 3.55565 -1.86888
H -2.78953 2.54179 -1.34864
O -3.05883 -0.79715 2.01818
H -3.61444 -0.57414 1.25655
H -3.33020 -0.43981 2.86019
O 2.36918 -1.49719 -5.61010
H 2.47471 -1.44235 -4.64245
H 3.01783 -0.95598 -5.98561
O 0.31776 2.86361 2.29089
H -0.06341 2.19158 1.75395
H 1.22515 2.92239 2.03279

E_HOMO = -10.3 eV
Orbital gap = 9.8 eV
Energy above the lowest of the compared OMol25 structures with the same formula, charge and spin = 8.546 eV
E = -83197.269 eV
Spin multiplicity = 1

ORCA calculation (ωB97M-V/def2-TZVPD) on a structure of composition C30H29NO2P2PtS2.

Positions of all 67 atoms, in Å:
Pt -1.79571 -0.24123 -0.31949
S -1.80135 1.61661 -1.79696
P -0.14438 2.10299 -0.66851
C -0.21988 0.51904 0.20572
P 0.67805 -0.79493 1.05440
S -0.96581 -2.05452 1.04204
C 1.99834 -1.24531 -0.05176
C 3.28578 -0.76549 0.20071
C 4.29728 -1.03347 -0.70629
C 4.02583 -1.76816 -1.85315
C 2.74341 -2.24163 -2.10536
C 1.72499 -1.98058 -1.20695
C 1.31952 -0.33493 2.64344
C 1.79133 -1.34946 3.47988
C 2.30671 -1.01863 4.72014
C 2.35278 0.31236 5.12004
C 1.88542 1.31803 4.28593
C 1.36323 0.99859 3.04200
C 1.39964 2.24496 -1.53653
C 1.48500 1.77633 -2.84776
C 2.70534 1.80894 -3.50339
C 3.83028 2.29113 -2.84875
C 3.74803 2.74337 -1.53596
C 2.53464 2.72383 -0.87280
C -0.35552 3.41769 0.50575
C 0.14983 4.68502 0.20529
C -0.12216 5.74378 1.05594
C -0.88825 5.53954 2.19591
C -1.39893 4.28013 2.48982
C -1.14744 3.21895 1.63943
H 3.49759 -0.20160 1.10017
H 5.30006 -0.67882 -0.51264
H 4.82321 -1.98392 -2.55191
H 2.54446 -2.81787 -2.99825
H 0.72515 -2.35513 -1.38489
H 1.75504 -2.38747 3.16977
H 2.67160 -1.79567 5.37709
H 2.75822 0.56537 6.09023
H 1.92326 2.35060 4.60462
H 0.99959 1.78758 2.39679
H 0.60113 1.40719 -3.35243
H 2.77577 1.46899 -4.52725
H 4.77906 2.32569 -3.36729
H 4.62767 3.12627 -1.03678
H 2.46846 3.09188 0.14365
H 0.74473 4.84912 -0.68404
H 0.25887 6.72883 0.82590
H -1.09787 6.37005 2.85635
H -2.00738 4.13130 3.37091
H -1.58071 2.24739 1.85482
O -5.60549 -1.46776 -0.03055
C -4.51156 -1.74069 -0.42788
O -3.64165 -0.86481 -0.89179
C -4.05404 -3.21071 -0.49411
N -3.30444 -3.41081 -1.81223
C -4.06001 -4.44759 -2.62407
C -5.46008 -4.39486 -2.03828
C -5.20119 -4.21014 -0.54396
H -3.34340 -3.40395 0.30958
H -2.33447 -3.68111 -1.64949
H -3.27344 -2.50473 -2.28977
H -3.58002 -5.40655 -2.43827
H -3.97573 -4.19547 -3.67794
H -6.01107 -5.30499 -2.26326
H -6.02156 -3.55190 -2.44443
H -4.91827 -5.15133 -0.07369
H -6.05744 -3.79538 -0.01746

E_HOMO = -14.4 eV
Orbital gap = 6.4 eV
Energy above the lowest of the compared OMol25 structures with the same formula, charge and spin = 0.900 eV
Charge = +2
E = -80647.621 eV
Spin multiplicity = 1

Q: Among the records above, which one has the highest E_HOMO?
A: C35H49F21NO6

Q: What is the formula in the fifth record?
A: H80O40

Q: The highest E_HOMO belongs to which entry?
A: C35H49F21NO6